The following is a DFT calculation (the ωB97M-V functional and the def2-TZVPD basis) of 2 unconnected molecules or ions with the total composition C10H23N3 in a non-equilibrium geometry.

Last column: natural (NBO) charge in e.
Cartesian coordinates (Å):
C -2.7109 -1.3679 -0.4155  -0.550
C -1.5728 -0.4933 -1.0031  -0.401
C -3.9408 -0.9555 0.2574  0.352
C -0.4144 -0.3259 0.0100  -0.037
C 1.9682 0.0462 -0.5202  0.462
C 3.6973 -1.4289 0.4641  -0.061
C -4.3404 0.3896 0.4920  -0.714
C -0.7834 0.3877 1.2669  -0.640
C 4.7972 -0.9975 -0.1398  -0.354
C 0.2764 1.3441 -1.6968  -0.464
N 2.3878 -0.9708 0.2268  -0.562
N 2.4927 1.7599 0.7968  -1.017
N 0.6689 0.2406 -0.8019  -0.370
H -3.2154 -1.9374 -1.2228  0.367
H -2.4527 -2.3655 -0.0905  0.308
H -1.4127 -1.1337 -1.9016  0.265
H -2.0696 0.3650 -1.2425  0.224
H -4.6873 -1.5537 0.7784  0.262
H 0.0584 -1.2478 0.1547  0.216
H 2.6359 0.3663 -1.1644  0.219
H 3.8847 -2.0330 1.2607  0.228
H -5.3461 0.5876 0.7065  0.290
H -3.9696 1.0960 -0.1113  0.255
H -3.7735 0.5117 1.4284  0.330
H -1.3651 -0.0874 1.9728  0.240
H -1.1560 1.2978 0.9536  0.215
H 0.0790 0.5248 1.8066  0.229
H 5.7452 -1.2338 0.1465  0.230
H 2.6394 1.2604 1.6814  0.381
H 4.9046 -0.3139 -0.9463  0.202
H 0.0568 0.8029 -2.6672  0.246
H -0.4153 2.0493 -1.1998  0.223
H 1.0034 2.0336 -2.0374  0.254
H 1.9031 -1.2826 1.0566  0.411
H 1.5140 1.9868 0.8019  0.355
H 2.9130 2.6785 0.8990  0.410

Atomic forces in eV per Å
C -1.6 -0.7 0.6
C -1.0 -4.0 1.5
C 0.7 0.7 0.2
C -0.1 -0.6 -2.6
C -3.2 -3.0 1.9
C 2.1 2.6 -2.7
C 0.1 -1.5 1.1
C 0.9 -0.4 -1.8
C -2.0 0.8 -0.8
C -0.3 -1.0 -1.2
N -0.5 -0.8 1.6
N -0.1 0.3 0.8
N 1.1 2.4 0.9
H -0.7 0.4 -0.8
H 0.8 -0.4 1.1
H 1.0 1.2 0.4
H -0.6 2.7 -1.0
H 0.6 -1.4 -0.5
H -0.3 -2.1 0.9
H 3.0 1.9 -3.1
H -0.5 -1.8 2.2
H -1.5 -0.1 0.4
H 1.6 2.7 -2.4
H 0.1 0.1 0.6
H -1.9 -1.4 1.0
H -1.1 2.2 0.0
H 2.3 0.8 1.3
H 2.2 -1.4 1.3
H 0.3 0.3 -0.3
H -0.8 0.6 -0.8
H -1.0 1.2 1.0
H -0.5 -0.9 -0.6
H 1.8 0.3 0.3
H -1.1 0.2 -0.5
H -0.6 0.2 0.1
H 0.6 -0.1 -0.1

Computed properties:
HOMO-LUMO gap = 6.539 eV
E_HOMO = -15.3 eV
Total charge = +2


The following is a DFT calculation (the ωB97M-V functional and the def2-TZVPD basis) of a molecular structure, C10H23NO2P in a non-equilibrium geometry.

Last column: natural (NBO) charge in e.
Cartesian coordinates (Å):
C -2.7650 2.4673 -0.4743  -0.607
C 0.4331 -4.1535 -1.2773  -0.628
C 2.5983 0.6428 -1.0346  -0.426
C 1.8706 2.7494 -0.0984  -0.430
C 3.2890 1.1730 1.1321  -0.444
C -2.4298 1.0162 -0.5140  -0.397
C -2.6596 0.3880 0.8547  -0.383
C -2.2806 -1.1170 0.8790  -0.637
C -0.5879 -3.4324 -0.3716  -0.112
C -0.9358 -1.1972 0.5019  0.455
N 2.2177 1.2900 0.1673  -0.447
O 1.0373 -0.0970 2.5031  -1.038
O -0.2287 -2.0996 -0.0783  -0.434
P 0.3222 0.5714 1.4671  1.396
H -3.8078 2.4696 -0.4269  0.219
H -2.3306 2.9863 -1.3349  0.227
H -2.3141 2.9147 0.4380  0.201
H 1.3998 -3.7040 -0.9934  0.225
H 0.3416 -5.2194 -1.2163  0.248
H 0.3657 -3.8399 -2.4014  0.224
H 3.0343 -0.3348 -0.8093  0.220
H 1.7719 0.4654 -1.7205  0.208
H 3.2616 1.3111 -1.6341  0.204
H 2.8638 3.3908 0.1381  0.221
H 1.7111 2.9109 -1.1978  0.219
H 1.0155 3.0751 0.4029  0.211
H 3.2579 1.8778 1.8780  0.218
H 3.0319 0.2524 1.7305  0.234
H 4.2497 1.1553 0.6389  0.213
H -3.2017 0.5042 -1.1472  0.224
H -1.2779 0.8353 -0.7468  0.187
H -3.7430 0.6255 1.1952  0.245
H -2.0445 0.9106 1.6048  0.201
H -2.4741 -1.6355 1.9098  0.320
H -2.8922 -1.6811 0.2475  0.249
H -0.5680 -3.8577 0.6697  0.205
H -1.5319 -3.6140 -0.8813  0.210

Atomic forces in eV per Å
C 2.3 0.4 0.4
C 0.6 3.1 -1.4
C 0.3 -0.5 -2.0
C 4.1 0.0 -1.8
C -0.6 -3.0 0.2
C 1.3 -1.6 0.3
C -1.5 0.4 1.3
C -2.3 -0.1 2.2
C -0.4 -3.2 0.5
C 4.8 0.9 0.1
N -1.7 2.2 0.8
O 1.2 -1.5 2.0
O -0.5 2.2 0.0
P -1.3 0.9 -2.8
H -1.7 0.9 0.0
H -0.6 0.1 0.1
H -0.4 0.0 -0.5
H 0.1 -1.0 0.1
H 0.2 -0.4 0.3
H -0.4 -0.6 2.0
H 0.2 0.3 -0.2
H -0.4 0.0 0.2
H 0.2 -0.7 0.5
H -2.5 -1.2 -0.3
H 0.0 -0.3 1.0
H -1.1 0.5 1.2
H -0.1 2.2 1.4
H 1.1 0.4 -0.8
H 0.3 -0.1 0.0
H 1.4 0.1 -0.3
H -2.4 0.1 -0.3
H 1.7 -0.9 -0.5
H -0.3 -0.1 -0.1
H 0.7 1.0 -1.4
H -1.3 -1.0 -1.3
H -0.3 -0.3 -1.2
H -0.6 0.8 0.6

Computed properties:
HOMO-LUMO gap = 8.351 eV
E_HOMO = -12.3 eV
Total charge = +1


The following is a DFT calculation (the ωB97M-V functional and the def2-TZVPD basis) of a molecular structure, C10H24BClNO2P2Pm in a non-equilibrium geometry.

Last column: Mulliken charge in e.
Cartesian coordinates (Å):
C 0.2854 -0.1034 -5.7092  -1.033
C 0.2266 0.1553 -4.2288  0.846
H 1.3324 -0.1193 -6.0558  0.318
H -0.2568 0.6866 -6.2525  0.336
H -0.1791 -1.0760 -5.9392  0.345
O 1.1558 0.3632 -3.4744  -0.457
Cl -1.4542 0.1273 -3.5503  -0.248
Pm -0.7601 -0.0370 0.0022  1.061
P -0.0688 2.7226 0.1513  0.598
C 1.0767 3.9426 0.8736  -1.140
C -0.1675 3.3416 -1.5751  -1.180
H -0.3533 4.4297 -1.5401  0.421
H -1.6167 4.5302 0.5015  0.419
H -0.9842 2.8391 -2.1086  0.362
H -2.5014 2.9790 0.2505  0.423
H 2.0883 3.7851 0.4846  0.390
H 0.7793 3.1386 -2.0902  0.367
C -1.6494 3.4594 0.7509  -1.233
H 0.7226 4.9483 0.5924  0.406
H -1.7241 3.3256 1.8367  0.396
H 1.0822 3.8567 1.9685  0.381
P 0.1668 -2.7005 0.5157  0.557
C 1.4046 -3.6823 1.4327  -1.161
C -1.3406 -3.4719 1.2477  -1.203
H -0.6705 -3.2690 -1.6990  0.400
H 0.0187 -4.6985 -0.8452  0.414
H 1.1108 -3.4734 -1.5917  0.369
C 0.1568 -3.6288 -1.0722  -1.217
H -2.2319 -3.1534 0.6900  0.414
H -1.2100 -4.5611 1.1617  0.432
H 1.1490 -4.7477 1.3016  0.411
H 1.3737 -3.4325 2.5017  0.379
H -1.4282 -3.1813 2.3013  0.375
H 2.4058 -3.4925 1.0314  0.397
C 1.5349 0.1353 0.7269  0.305
O 2.6607 0.2215 0.9981  -0.129
B -0.2117 -0.0225 4.8706  0.034
C -0.7309 -0.0297 3.4158  0.080
N -1.0864 -0.0339 2.2844  -0.508
H -0.9428 0.5588 5.6919  -0.029
H 0.8711 0.5494 4.8686  -0.052
H -0.0336 -1.1810 5.2799  -0.048

Atomic forces in eV per Å
C 0.1 0.0 -0.1
C 2.9 0.3 0.8
H -0.4 0.1 0.4
H 0.0 -0.3 0.2
H 0.0 0.4 0.1
O -2.4 -0.5 -1.2
Cl -0.2 -0.1 0.5
Pm -1.2 -0.2 0.6
P -0.6 2.1 -0.3
C 0.5 -0.4 0.3
C 0.3 -0.3 -0.1
H 0.1 -0.5 -0.1
H -0.1 -0.4 0.1
H 0.1 0.2 0.0
H 0.0 0.3 0.2
H -0.1 0.1 0.2
H -0.2 0.1 0.0
C 0.1 -0.6 0.2
H 0.1 -0.4 0.0
H -0.2 0.1 -0.2
H 0.1 0.0 -0.3
P -0.4 -2.1 0.1
C 0.4 0.5 0.2
C 0.0 0.6 0.0
H 0.2 -0.3 -0.1
H 0.0 0.4 -0.2
H -0.3 -0.1 0.0
C 0.2 0.5 -0.1
H 0.0 -0.2 0.3
H -0.2 0.4 0.0
H 0.1 0.5 0.0
H 0.1 0.0 -0.3
H -0.1 -0.1 -0.2
H -0.1 -0.1 0.2
C 6.1 0.4 1.4
O -4.9 -0.4 -1.1
B 0.2 -0.2 1.0
C -0.2 0.1 0.0
N 0.5 0.0 -0.6
H 0.2 -0.3 -1.0
H -0.2 -0.1 -0.4
H -0.2 0.5 -0.6

Computed properties:
HOMO-LUMO gap (alpha / beta) = 6.260 / 6.918 eV
E_HOMO (alpha / beta) = -15.0 / -15.0 eV
Total charge = +2
Multiplicity = 5


Energy relative to the best compared isomer or geometry (same formula, charge and spin): 0.0; 513.5; 0.0 (kJ/mol)